Record 1
{"formula": "C2H5BrOS", "method": "ωB97M-V/def2-TZVPD", "symbols": ["C", "C", "O", "S", "Br", "H", "H", "H", "H", "H"], "xyz": [[-0.978008, 1.470132, -0.065969], [1.542316, 0.282435, 0.284626], [-0.731805, -2.760929, 0.066451], [0.889279, 1.770894, 0.017866], [3.345178, -0.125676, 0.152038], [-1.078577, 1.965176, -0.998900], [-1.359280, 1.796911, 0.855897], [-1.093630, 0.411165, -0.205168], [-0.486391, -2.022034, 0.531275], [-0.049080, -2.788077, -0.638119]], "forces_ev_per_angstrom": [[3.2, -1.1, -0.3], [-1.5, -0.7, -0.1], [-0.1, -2.7, -2.6], [0.5, -0.3, 0.1], [0.1, 0.7, 0.0], [-1.3, 0.8, -0.4], [-1.0, 0.9, 0.7], [-0.1, -0.5, 0.0], [0.9, 2.9, 2.0], [-0.7, -0.2, 0.6]], "homo_lumo_gap_ev": 8.07, "de_lowest_kcal_mol": 63.4, "lumo_energy_ev": -0.373, "molar_mass_g_mol": 157.03, "total_energy_ev": -85077.249}

=====

Record 2
{"formula": "C3H5NO2S", "method": "ωB97M-V/def2-TZVPD", "symbols": ["C", "C", "C", "N", "O", "O", "S", "H", "H", "H", "H", "H"], "xyz": [[-0.826028, -0.043880, 0.180390], [0.233780, 0.302718, -0.796961], [-0.721952, -1.111546, 1.253595], [0.898837, 1.396784, -1.263005], [0.999910, 2.327555, -0.457379], [1.284882, 1.349789, -2.419361], [-0.977899, -0.546464, -1.602197], [-1.320689, 0.812845, 0.445999], [2.250975, -0.357166, 0.183844], [-1.426304, -1.964116, 1.195570], [-0.573370, -0.544764, 2.189249], [0.177859, -1.621756, 1.090256]], "forces_ev_per_angstrom": [[1.5, -1.1, -0.9], [-0.6, -3.3, 1.1], [0.1, 0.7, -0.3], [0.3, 1.7, 0.2], [0.4, 0.0, -0.7], [0.2, 0.5, 0.2], [-0.1, -0.1, 0.0], [-1.9, 1.8, 0.6], [-0.6, 0.0, -0.3], [-0.4, 1.2, 0.4], [-0.7, -0.8, 0.0], [1.7, -0.7, -0.2]], "homo_lumo_gap_ev": [7.97, 8.57], "de_lowest_kcal_mol": 196.2, "lumo_energy_ev": [-1.090, -1.848], "molar_mass_g_mol": 119.14, "total_energy_ev": -19604.005}

=====

Record 3
{"formula": "C38H36N8O4Sn", "method": "ωB97M-V/def2-TZVPD", "symbols": ["Sn", "C", "O", "C", "C", "C", "C", "C", "C", "N", "N", "C", "O", "C", "C", "C", "C", "C", "C", "C", "O", "H", "H", "H", "H", "H", "H", "H", "H", "H", "H", "H", "H", "C", "C", "C", "C", "C", "C", "C", "N", "C", "C", "C", "C", "C", "C", "C", "N", "C", "C", "C", "C", "H", "H", "H", "H", "H", "H", "H", "H", "H", "H", "H", "H", "H", "H", "H", "H", "H", "H", "H", "H", "H", "H", "H", "H", "O", "C", "N", "N", "C", "C", "C", "N", "C", "N"], "xyz": [[-1.378161, -0.145631, -1.534368], [0.948099, 2.166992, -3.967820], [0.679541, 3.478348, -3.463791], [0.557168, 3.572787, -2.100852], [1.356407, 4.485439, -1.448747], [1.267216, 4.670945, -0.067240], [0.373886, 3.901461, 0.644748], [-0.435932, 2.952264, 0.010673], [-1.341296, 2.173347, 0.838634], [-1.900523, 1.091342, 0.461118], [-2.735846, 0.486794, 1.384866], [-3.311261, -0.555214, 0.839558], [-3.135613, -0.992224, -0.346133], [-4.291718, -1.291247, 1.699890], [-4.423832, -1.015117, 3.058092], [-5.333110, -1.722869, 3.828806], [-6.118325, -2.715165, 3.251529], [-5.989985, -2.990407, 1.896829], [-5.081147, -2.280423, 1.123680], [-0.393693, 2.779027, -1.398503], [-1.184563, 1.974523, -2.045414], [1.466080, 2.307571, -4.916930], [0.023713, 1.612859, -4.122237], [1.603375, 1.614935, -3.289729], [2.069723, 5.044618, -2.042273], [1.908027, 5.386514, 0.431307], [0.296681, 4.008067, 1.722258], [-1.534950, 2.519326, 1.856420], [-3.800813, -0.241023, 3.486688], [-5.432931, -1.504115, 4.886230], [-6.828829, -3.267290, 3.856069], [-6.603910, -3.756870, 1.438731], [-4.966529, -2.474712, 0.065066], [5.563183, 0.681596, 2.816674], [4.559128, -0.388444, 3.244953], [4.181347, -0.140524, 4.712736], [5.223641, -1.765332, 3.112147], [3.291048, -0.354611, 2.396799], [3.105621, 0.517123, 1.336441], [1.912613, 0.478778, 0.621425], [0.911963, -0.343975, 0.901294], [1.083050, -1.196236, 1.912297], [2.244051, -1.235974, 2.670010], [-0.049254, -2.121978, 2.200496], [-0.371751, -2.460757, 3.509111], [-1.428112, -3.328130, 3.773682], [-2.125015, -3.810702, 2.676019], [-1.740662, -3.409963, 1.402012], [-0.728696, -2.594530, 1.152085], [-1.762520, -3.708380, 5.213235], [-0.582946, -4.496533, 5.799958], [-3.020468, -4.572536, 5.299151], [-1.989526, -2.438141, 6.043731], [6.447353, 0.624420, 3.455874], [5.142351, 1.684141, 2.911730], [5.889522, 0.539362, 1.787002], [5.079400, -0.159953, 5.335931], [3.493323, -0.901299, 5.086312], [3.702242, 0.833951, 4.827873], [6.124233, -1.802786, 3.730933], [5.516404, -1.955181, 2.078185], [4.554273, -2.563845, 3.437059], [3.873131, 1.211241, 1.026503], [1.771247, 1.146685, -0.220860], [2.335697, -1.972671, 3.459042], [0.197948, -2.018170, 4.316420], [-2.983430, -4.459094, 2.782938], [-2.295665, -3.751226, 0.534075], [-0.406930, -5.408981, 5.226814], [-0.790650, -4.773464, 6.837318], [0.334052, -3.905815, 5.780912], [-2.886002, -5.524562, 4.781548], [-3.882094, -4.063089, 4.864855], [-3.241943, -4.789784, 6.346980], [-1.091288, -1.822312, 6.092744], [-2.271340, -2.706122, 7.065589], [-2.788144, -1.835635, 5.608133], [-5.177915, -0.998693, -3.334451], [-4.073366, -0.570928, -3.176559], [-2.965250, -0.155962, -3.060822], [3.903987, 0.633445, -2.073798], [4.949246, 0.518841, -1.590495], [6.220035, 0.363998, -0.996475], [6.965523, 1.490937, -0.594267], [7.590922, 2.406647, -0.259827], [6.790833, -0.917763, -0.857663], [7.274126, -1.963404, -0.737086]], "forces_ev_per_angstrom": [[-0.1, -0.1, 0.0], [0.0, 0.0, 0.0], [0.0, 0.0, 0.0], [0.0, 0.0, 0.0], [0.0, 0.0, 0.0], [0.0, 0.0, 0.0], [0.0, 0.0, 0.0], [0.0, 0.0, 0.0], [0.0, 0.0, 0.0], [-0.1, 0.0, 0.0], [0.0, 0.0, 0.0], [0.0, 0.0, -0.1], [0.0, -0.1, 0.1], [0.0, 0.0, 0.0], [0.0, 0.0, 0.0], [0.0, 0.0, 0.0], [0.0, 0.0, 0.0], [0.0, 0.0, 0.0], [0.0, 0.0, 0.0], [0.0, 0.1, 0.1], [0.0, -0.1, -0.1], [0.0, 0.0, 0.0], [0.0, 0.0, 0.0], [0.0, 0.0, 0.0], [0.0, 0.0, 0.0], [0.0, 0.0, 0.0], [0.0, 0.0, 0.0], [0.0, 0.0, 0.0], [0.0, 0.0, 0.0], [0.0, 0.0, 0.0], [0.0, 0.0, 0.0], [0.0, 0.0, 0.0], [0.0, 0.0, 0.0], [0.0, -0.1, 0.0], [0.0, 0.0, 0.0], [0.0, 0.0, 0.0], [0.0, 0.0, 0.0], [0.0, 0.0, 0.0], [0.0, 0.0, 0.0], [0.0, 0.0, 0.0], [0.1, 0.0, -0.1], [0.0, 0.0, 0.0], [0.0, 0.0, 0.0], [-0.1, -0.1, 0.0], [0.0, 0.0, 0.0], [0.0, 0.0, 0.0], [0.0, 0.0, 0.0], [0.0, 0.0, 0.0], [0.1, 0.0, 0.1], [0.0, 0.0, 0.0], [0.0, 0.0, 0.0], [0.0, 0.0, 0.0], [0.0, 0.0, 0.0], [0.0, 0.0, 0.0], [0.0, 0.0, 0.0], [0.0, 0.0, 0.0], [0.0, 0.0, 0.0], [0.0, 0.0, 0.0], [0.0, 0.0, 0.0], [0.0, 0.0, 0.0], [0.0, 0.0, 0.0], [0.0, 0.0, 0.0], [0.0, 0.0, 0.0], [0.0, 0.0, 0.0], [0.0, 0.0, 0.0], [0.0, 0.0, 0.0], [0.0, 0.0, 0.0], [0.0, 0.0, 0.0], [0.0, 0.0, 0.0], [0.0, 0.0, 0.0], [0.0, 0.0, 0.0], [0.0, 0.0, 0.0], [0.0, 0.0, 0.0], [0.0, 0.0, 0.0], [0.0, 0.0, 0.0], [0.0, 0.0, 0.0], [0.0, 0.0, 0.0], [0.0, 0.1, 0.0], [0.0, -0.2, 0.1], [0.0, 0.2, 0.0], [0.1, 0.1, 0.0], [0.0, 0.0, 0.0], [0.0, 0.0, 0.0], [0.0, 0.0, -0.1], [0.0, 0.0, 0.0], [0.0, 0.0, 0.0], [0.0, 0.0, 0.0]], "homo_lumo_gap_ev": 6.01, "de_lowest_kcal_mol": 0.0, "lumo_energy_ev": 3.554, "total_charge": -2, "molar_mass_g_mol": 787.47, "total_energy_ev": -65936.577}

=====

Record 4
{"formula": "C11H15N2", "method": "ωB97M-V/def2-TZVPD", "symbols": ["C", "N", "N", "C", "C", "C", "C", "C", "C", "C", "C", "C", "C", "H", "H", "H", "H", "H", "H", "H", "H", "H", "H", "H", "H", "H", "H", "H"], "xyz": [[-3.532772, 1.401230, -0.258439], [-2.941867, 0.142132, -0.383465], [-1.817430, -0.138187, 0.172769], [-1.133988, 0.817211, 0.961925], [-1.224554, -1.463804, 0.022945], [-0.527581, -2.136030, -1.062111], [0.279691, -1.685153, 0.175738], [1.284832, -0.671309, 0.022946], [2.512302, -0.860933, 0.782077], [3.477607, 0.136829, 0.675028], [3.343584, 1.211384, -0.267335], [2.175223, 1.233711, -1.049981], [1.140358, 0.293338, -0.959687], [-2.931403, 2.299673, -0.146949], [-4.445014, 1.496131, -0.846195], [-3.906674, 1.498718, 0.827234], [-0.484744, 0.354059, 1.748918], [-1.918825, 1.256520, 1.618227], [-0.405415, 1.576095, 0.537798], [-1.761537, -2.243321, 0.554954], [-0.849673, -3.199168, -1.128506], [-0.291588, -1.670890, -1.944838], [0.616386, -2.405841, 0.849962], [2.727768, -1.698238, 1.509097], [4.295848, 0.068460, 1.294145], [3.955085, 1.950879, -0.467494], [2.087480, 2.032768, -1.733310], [0.276912, 0.403747, -1.505452]], "forces_ev_per_angstrom": [[-1.2, 1.2, 2.8], [2.9, -2.1, 0.5], [-2.1, 0.9, -2.7], [1.1, 1.7, 3.7], [0.1, -0.7, 1.9], [-0.1, -2.0, 1.1], [-2.1, -0.7, -1.3], [2.1, -0.6, 0.0], [-0.9, 1.2, -0.4], [-1.6, 0.9, -2.1], [-4.8, -5.0, 1.0], [0.5, -0.5, 0.6], [3.4, 0.7, 2.4], [0.6, 0.0, -1.0], [0.5, -0.1, -0.3], [0.0, -0.7, -1.0], [-0.5, -0.3, -1.1], [0.5, 0.4, -0.7], [-1.5, -0.9, -0.3], [-0.6, 0.7, 0.4], [0.5, 0.9, -0.2], [0.5, 1.0, -2.0], [-0.2, -1.3, 1.1], [-0.8, 0.9, -1.0], [1.9, 0.0, 1.1], [3.5, 3.3, -0.3], [-0.1, 0.8, -0.8], [-1.8, 0.1, -1.4]], "homo_lumo_gap_ev": 6.49, "de_lowest_kcal_mol": 96.5, "lumo_energy_ev": -5.539, "smiles": "C/N=[N+](\\C)[C@H]1C[C@H]1c1ccccc1", "total_charge": 1, "molar_mass_g_mol": 175.26, "total_energy_ev": -14619.555}

=====

Record 5
{"formula": "C2H8OS2", "method": "ωB97M-V/def2-TZVPD", "symbols": ["C", "S", "S", "H", "H", "H", "H", "C", "O", "H", "H", "H", "H"], "xyz": [[-2.444569, -0.136957, 1.643669], [-1.164310, -0.838745, 0.544524], [0.479248, -0.881042, 1.832328], [-3.066840, 0.543888, 1.077426], [-1.932040, 0.349967, 2.468399], [-3.014227, -0.949862, 2.057388], [0.363773, -2.186625, 2.089086], [2.052571, 0.643691, -1.695961], [0.768031, 0.939127, -2.240588], [2.721988, 1.500703, -1.783594], [1.920732, 0.441119, -0.643620], [2.484015, -0.244190, -2.143916], [0.831628, 0.818925, -3.205141]], "forces_ev_per_angstrom": [[0.6, -0.4, 0.1], [0.4, 0.5, 0.3], [-0.5, -0.1, -0.6], [-0.1, 0.1, 0.0], [-0.1, 0.3, -0.1], [-0.5, -0.2, 0.1], [0.2, -0.1, 0.3], [-0.4, 0.3, 0.1], [0.2, -0.2, -0.7], [0.2, 0.0, -0.2], [-0.1, -0.1, 0.3], [0.2, -0.1, -0.2], [-0.1, 0.2, 0.7]], "homo_lumo_gap_ev": 9.44, "de_lowest_kcal_mol": 20.5, "lumo_energy_ev": 0.570, "smiles": "CSS.CO", "molar_mass_g_mol": 112.22, "total_energy_ev": -25921.046}